ORCA calculation (ωB97M-V with the def2-TZVPD basis set) on a 5-piece molecular cluster, C22H36BF12O11S overall at a distorted geometry.

Values from the calculation:
E_HOMO	-4.919	eV
multiplicity	1
gap between HOMO and LUMO	0.2502	Ha
total charge	-1

XYZ file:
```
83
Properties=species:S:1:pos:R:3:forces:R:3:lowdin_charge:R:1
C 3.4100 3.2980 -1.1434 -0.33 0.50 0.20 -0.169
C 3.3421 4.7962 -0.7677 -0.41 -0.29 -0.82 -0.275
B 2.5705 5.7365 -1.9123 0.51 0.12 0.46 -0.507
C 1.7031 6.9734 -1.2463 -0.30 -0.78 -0.74 -0.233
C 0.1897 6.7767 -1.0974 0.57 0.21 0.63 -0.254
C -0.2150 5.7149 -0.0813 -0.52 -0.15 -0.32 -0.219
C -0.3107 4.2466 -0.5002 0.53 0.67 -0.30 -0.213
S -1.3660 3.8951 -1.8901 -0.57 -0.88 0.92 0.532
O -2.4732 4.7882 -1.8998 -0.31 1.23 -0.14 -0.282
O -1.7025 2.5146 -1.8321 0.21 -1.11 0.04 -0.302
O -0.5271 4.0222 -3.2004 0.25 0.52 -0.34 -0.151
H 2.7629 2.7160 -0.4970 -0.21 -0.34 0.20 0.042
H 3.0406 3.1692 -2.1515 0.05 -0.20 -0.41 0.045
H 4.3981 2.8715 -1.0596 0.43 -0.18 -0.03 0.037
H 4.3593 5.1491 -0.6598 0.30 0.31 0.31 0.055
H 2.8383 4.8902 0.1911 0.01 0.09 0.43 0.054
H 3.4348 6.2162 -2.6540 0.01 -0.03 -0.09 0.036
H 1.8853 5.0011 -2.6047 -0.45 -0.08 -0.20 0.036
H 2.1019 7.2062 -0.2614 0.14 0.26 0.30 0.075
H 1.8323 7.8414 -1.8818 0.12 0.49 -0.05 0.061
H -0.2209 7.7110 -0.7207 -0.33 0.25 0.07 0.094
H -0.3092 6.6268 -2.0454 -0.10 -0.17 -0.49 0.082
H 0.4700 5.7837 0.7520 0.32 -0.16 0.31 0.108
H -1.1925 5.9549 0.3162 -0.37 0.21 0.11 0.097
H 0.6553 3.8040 -0.6877 0.33 -0.14 -0.34 0.084
H -0.7730 3.6888 0.2974 -0.31 -0.34 0.23 0.099
H -0.2828 4.9538 -3.3381 0.40 -0.05 0.00 0.080
C 0.9995 -1.9068 -1.9585 0.19 0.39 0.04 -0.051
C 1.8979 -2.6731 -1.0123 -0.44 -0.21 -0.22 -0.195
O 3.1891 -2.0417 -0.8927 0.26 -0.07 0.05 0.035
C 3.2504 -1.0034 -0.0709 -0.37 -0.37 -0.30 -0.410
O 2.3423 -0.5635 0.5657 0.10 0.27 0.26 0.159
C 4.6861 -0.4570 -0.0190 0.17 0.33 -0.17 -0.537
F 5.2251 -0.3774 -1.2428 -0.07 -0.05 0.27 0.168
F 5.4626 -1.2814 0.7218 -0.16 0.15 -0.07 0.144
F 4.6912 0.7481 0.5305 0.16 -0.25 0.07 0.179
H 1.4828 -1.7830 -2.9280 -0.01 -0.10 -0.03 0.089
H 0.0593 -2.4292 -2.0978 -0.06 -0.04 0.02 0.067
H 0.7831 -0.9119 -1.5717 -0.03 -0.01 0.04 0.086
H 2.0999 -3.6720 -1.3913 0.19 0.03 -0.03 0.115
H 1.4428 -2.7783 -0.0289 0.08 0.14 0.09 0.116
C -2.0127 -4.2711 -7.4874 -0.09 -0.20 0.18 -0.060
C -0.9375 -3.6482 -6.6244 -0.03 0.22 -0.46 -0.190
O -1.0819 -4.0410 -5.2450 0.02 0.02 0.14 0.036
C -0.5907 -5.2230 -4.9162 -0.02 0.26 -0.23 -0.407
O -0.0422 -6.0026 -5.6352 0.06 -0.19 0.03 0.172
C -0.7858 -5.4472 -3.4073 -0.17 -0.15 0.33 -0.529
F -2.0223 -5.1059 -3.0185 0.25 -0.06 -0.04 0.169
F 0.0924 -4.6892 -2.7241 -0.15 -0.28 -0.11 0.151
F -0.5841 -6.7250 -3.0832 0.03 0.25 -0.07 0.171
H -3.0009 -4.0278 -7.0976 0.00 0.09 -0.04 0.084
H -1.9360 -3.8998 -8.5082 0.02 0.04 0.00 0.082
H -1.9210 -5.3564 -7.5069 0.07 0.00 -0.04 0.077
H -1.0257 -2.5649 -6.6245 -0.04 0.01 0.18 0.128
H 0.0603 -3.9015 -6.9778 0.03 -0.15 0.10 0.126
C 2.5972 -2.7503 2.9643 -0.33 -0.27 -0.02 -0.052
C 2.5374 -2.3164 4.4109 0.52 0.21 -0.26 -0.177
O 1.2152 -2.4995 4.9644 -0.10 0.00 0.10 0.041
C 0.9248 -3.7215 5.3720 0.26 0.26 -0.13 -0.411
O 1.6315 -4.6831 5.3327 -0.06 -0.21 0.07 0.171
C -0.4881 -3.7401 5.9792 -0.39 -0.13 0.14 -0.529
F -1.3685 -3.0762 5.2104 0.18 -0.14 0.16 0.152
F -0.4764 -3.1592 7.1925 0.00 -0.06 -0.21 0.161
F -0.9237 -4.9921 6.1236 0.08 0.23 -0.03 0.170
H 1.8419 -2.2283 2.3798 0.07 0.14 0.00 0.071
H 3.5787 -2.5311 2.5456 0.02 0.05 0.04 0.082
H 2.4105 -3.8201 2.8665 0.10 -0.03 0.07 0.084
H 2.7438 -1.2526 4.4961 -0.21 0.05 0.06 0.130
H 3.2672 -2.8452 5.0212 -0.12 -0.14 0.07 0.125
C -4.5568 -1.3657 5.9511 -0.26 0.04 -0.07 -0.057
C -3.8332 -0.8693 4.7185 0.27 -0.11 0.38 -0.191
O -4.7237 -0.7980 3.5870 0.00 0.01 -0.13 0.037
C -5.4919 0.2781 3.5188 0.25 -0.16 0.14 -0.405
O -5.5237 1.1858 4.2933 -0.12 0.15 0.02 0.172
C -6.3478 0.2186 2.2413 -0.18 0.03 -0.21 -0.538
F -6.8866 -1.0024 2.0797 0.05 0.23 -0.02 0.156
F -5.5910 0.4918 1.1707 -0.16 -0.07 0.17 0.176
F -7.3388 1.1093 2.3037 0.16 -0.16 -0.05 0.168
H -5.0377 -2.3232 5.7496 0.09 -0.06 0.01 0.084
H -3.8542 -1.4904 6.7741 0.04 -0.01 -0.01 0.080
H -5.3313 -0.6648 6.2603 0.05 0.06 0.03 0.076
H -3.0525 -1.5657 4.4324 -0.07 -0.04 -0.21 0.106
H -3.3677 0.0996 4.8884 -0.14 0.11 -0.07 0.129
```
Forces are in eV/Å.



ORCA calculation (ωB97M-V with the def2-TZVPD basis set) on C2H2O as an isolated structure at a distorted geometry.

Values from the calculation:
E_HOMO	-8.868	eV
multiplicity	1
gap between HOMO and LUMO	0.3224	Ha
relative energy (zero: lowest compared OMol25 entry of this formula, charge and spin)	92.05	kcal/mol

XYZ file:
```
5
Properties=species:S:1:pos:R:3:forces:R:3:lowdin_charge:R:1
C 0.5787 -0.0912 0.5878 0.30 0.05 0.05 0.193
C -0.4209 -0.2776 -0.1515 -4.86 -3.32 -3.34 -0.369
O -0.2285 0.8661 -0.7236 0.38 0.85 -0.05 -0.044
H 1.3115 0.5430 0.8867 2.07 0.92 1.53 0.050
H -1.2408 -1.0403 -0.5994 2.11 1.50 1.81 0.170
```
Forces are in eV/Å.



ORCA calculation (ωB97M-V with the def2-TZVPD basis set) on one molecule with the formula C12H16N2O4 at a distorted geometry.

Values from the calculation:
SMILES	C[C@H](N)C(=O)N[C@@H](Cc1ccc(O)cc1)C(=O)O
E_HOMO	-8.725	eV
multiplicity	1
gap between HOMO and LUMO	0.3361	Ha
relative energy (zero: lowest compared OMol25 entry of this formula, charge and spin)	5.29	kcal/mol

XYZ file:
```
34
Properties=species:S:1:pos:R:3:forces:R:3:lowdin_charge:R:1
C -2.7706 -1.4214 -0.6357 0.58 0.06 -0.69 -0.399
C -2.1638 -0.3762 0.3080 -0.02 0.22 0.44 -0.449
C -4.1044 -0.9072 -1.1522 0.13 0.25 -1.15 -0.055
C -0.7723 1.6443 0.4786 -0.41 0.11 0.13 -0.211
C -0.1386 2.5804 -0.5435 0.06 0.21 -0.47 -0.471
C 0.2732 1.1229 1.4990 -0.33 -0.61 -0.17 -0.083
C 1.3179 0.2222 0.8769 -0.30 0.00 0.09 -0.227
C 2.4344 0.7425 0.2243 0.03 0.37 0.13 -0.032
C 1.1649 -1.1558 0.9212 0.43 -0.34 -0.26 -0.028
C 3.3762 -0.0756 -0.3562 0.34 -0.47 -0.38 -0.002
C 2.1109 -2.0137 0.3385 -0.44 1.07 0.14 -0.013
C 3.2066 -1.4682 -0.3118 -0.05 0.44 0.22 -0.332
H -2.0416 -3.0995 0.2334 -0.13 0.00 0.06 0.073
H -3.3980 -2.4957 0.9045 -0.01 -0.22 0.17 0.075
H -2.0868 -1.5641 -1.4997 -0.28 0.09 0.42 0.148
H -4.5735 -1.6415 -1.8332 0.35 0.33 0.32 0.089
H -3.9760 0.0544 -1.6913 -0.10 -0.52 0.26 0.089
H -4.7736 -0.7409 -0.3350 -0.50 0.13 0.62 0.071
H -1.1722 0.5483 -1.2441 0.06 -0.05 -0.46 0.134
H -1.5582 2.2061 1.0456 0.54 -0.31 -0.37 0.176
H 0.7589 1.9769 1.9603 0.02 0.10 0.34 0.112
H -0.3136 0.5509 2.2404 0.43 0.44 -0.17 0.120
H 2.5814 1.8225 0.1894 -0.04 -0.19 -0.03 0.121
H 0.3043 -1.5890 1.4164 -0.03 0.04 0.07 0.112
H 4.2510 0.3306 -0.8740 -0.35 -0.16 0.24 0.126
H 1.9634 -3.0717 0.3918 0.02 -0.54 -0.01 0.104
H 3.9254 -3.1988 -0.7978 0.42 1.74 -0.17 0.138
H 0.2626 3.7585 0.9270 0.06 -0.05 -0.37 0.116
N -2.9494 -2.6976 0.0173 0.05 -0.09 0.07 0.048
N -1.3973 0.5812 -0.2708 -0.23 -0.15 0.59 0.123
O -2.3953 -0.3928 1.5168 0.11 0.04 -0.64 0.047
O -0.1046 2.3695 -1.7302 0.01 0.10 0.84 0.130
O 4.1644 -2.2304 -0.8978 -0.23 -1.84 0.02 0.037
O 0.4188 3.7041 -0.0315 -0.19 -0.19 0.16 0.114
```
Forces are in eV/Å.



> The highest gap between HOMO and LUMO belongs to which entry?

C12H16N2O4



> Among the records above, which one has the highest E_HOMO?

C22H36BF12O11S